1.
{"formula": "C34H35As2BrNO5RuSTe", "method": "ωB97M-V/def2-TZVPD", "elements": ["Ru", "O", "C", "C", "C", "N", "C", "Br", "C", "H", "H", "H", "H", "C", "As", "C", "C", "C", "C", "C", "C", "C", "As", "C", "C", "H", "H", "H", "H", "H", "H", "H", "H", "H", "H", "H", "H", "H", "H", "H", "H", "Te", "C", "C", "C", "C", "S", "H", "H", "H", "O", "C", "O", "C", "C", "C", "C", "O", "C", "O", "C", "C", "H", "H", "H", "H", "H", "C", "C", "C", "C", "C", "C", "C", "H", "H", "H", "H", "H", "H", "H"], "coordinates": [[-0.183980, 0.544884, 0.918569], [-4.969072, 4.529241, 1.731864], [-3.919215, 3.684911, 1.686569], [-2.684266, 4.019949, 1.135721], [-1.689709, 3.072107, 1.139718], [-1.813129, 1.836220, 1.658907], [-3.007481, 1.537931, 2.165306], [-3.310728, -0.184332, 2.852439], [-4.080522, 2.412627, 2.208344], [-4.738808, 5.366262, 1.313666], [-2.499805, 4.989855, 0.693614], [-0.737811, 3.286699, 0.674860], [-5.023851, 2.103943, 2.630889], [1.406798, 3.600494, 2.479037], [1.633857, 1.985231, 1.411665], [3.409083, 1.476590, 2.020390], [2.216820, 2.576422, -0.346422], [2.758653, 3.816751, -0.654505], [3.226761, 4.075157, -1.936281], [3.172740, 3.082132, -2.903685], [2.647488, 1.835066, -2.590290], [2.161635, 1.575633, -1.313992], [1.410396, -0.174489, -0.830674], [0.632790, -0.711511, -2.527203], [3.015844, -1.274893, -0.839170], [2.369833, 3.985895, 2.812689], [0.807541, 3.319036, 3.345776], [0.883477, 4.374398, 1.917527], [4.083397, 2.279576, 1.720532], [3.711962, 0.546810, 1.542375], [3.431134, 1.341198, 3.097326], [2.817415, 4.587092, 0.107675], [3.639068, 5.046195, -2.177148], [3.539216, 3.278486, -3.902842], [2.610113, 1.067744, -3.355092], [1.414108, -1.020507, -3.221113], [0.063952, 0.119081, -2.935767], [-0.035604, -1.552411, -2.349955], [3.644364, -1.003398, -1.687012], [2.713218, -2.317502, -0.914605], [3.569929, -1.136753, 0.087832], [0.046699, -0.619768, 3.294520], [2.048411, -0.755851, 3.952924], [2.609440, -0.138441, 5.035170], [3.970619, -0.497627, 5.258807], [4.428601, -1.394417, 4.343880], [3.193438, -1.817280, 3.230697], [2.058697, 0.557777, 5.651112], [4.576299, -0.106653, 6.063177], [5.409628, -1.833924, 4.278163], [-1.836706, -0.627685, 0.085217], [-1.988425, 0.221827, -0.827464], [-1.149784, 1.173152, -0.937184], [-3.147194, 0.132535, -1.754553], [-3.241007, 0.995251, -2.837516], [-4.324124, 0.932042, -3.720044], [-5.280635, -0.014069, -3.452742], [-6.423842, -0.270133, -4.150675], [-7.071175, -1.349289, -3.473805], [-6.278684, -1.701868, -2.343967], [-5.189434, -0.873300, -2.366759], [-4.136871, -0.832294, -1.497546], [-2.458523, 1.725428, -2.985950], [-4.411023, 1.592643, -4.569994], [-7.148011, -2.206185, -4.148707], [-8.060062, -1.025526, -3.139891], [-4.048783, -1.494932, -0.648405], [0.231981, -3.155446, -0.004614], [0.928947, -4.354898, -0.226474], [1.981174, -4.756633, 0.633981], [2.682781, -5.919161, 0.404618], [2.372647, -6.730494, -0.685960], [1.342184, -6.357309, -1.546916], [0.633896, -5.196832, -1.326704], [-0.606469, -2.866223, -0.624047], [0.436050, -2.536564, 0.856175], [2.218662, -4.129139, 1.484531], [3.479343, -6.206771, 1.078597], [2.925244, -7.643363, -0.860568], [1.096795, -6.986136, -2.392824], [-0.168396, -4.910262, -1.995794]], "forces_ev_per_a": [[0.3, 0.0, -0.3], [0.0, 0.0, 0.0], [0.1, -0.1, 0.0], [0.0, 0.0, 0.0], [0.0, 0.0, 0.0], [0.1, 0.0, 0.0], [-0.1, 0.0, 0.1], [0.0, 0.0, 0.0], [0.0, 0.1, 0.0], [0.0, 0.0, 0.0], [0.0, 0.0, 0.0], [-0.1, 0.0, 0.0], [0.0, 0.0, 0.0], [0.0, 0.1, -0.1], [-0.2, 0.2, 0.1], [0.0, -0.1, 0.0], [0.0, -0.1, 0.0], [0.0, 0.1, 0.0], [0.0, 0.0, 0.0], [0.0, 0.0, 0.0], [0.0, 0.0, 0.0], [0.1, -0.1, -0.2], [-0.1, 0.1, 0.4], [0.0, -0.1, 0.0], [0.0, 0.0, 0.1], [0.0, 0.0, 0.0], [0.0, 0.0, 0.0], [0.0, 0.0, 0.0], [0.0, 0.0, 0.0], [0.0, 0.0, 0.0], [0.0, 0.0, 0.0], [0.0, 0.0, 0.0], [0.0, 0.0, 0.0], [0.0, 0.0, 0.0], [0.0, 0.0, 0.0], [0.0, 0.0, 0.0], [0.0, 0.0, 0.0], [0.0, 0.0, 0.0], [0.0, 0.0, 0.0], [0.0, 0.0, 0.0], [0.0, 0.0, 0.0], [0.2, -0.1, 0.1], [0.0, -0.1, -0.1], [0.0, 0.0, 0.0], [0.0, 0.0, 0.0], [0.0, 0.0, 0.0], [0.0, 0.1, 0.0], [0.0, 0.0, 0.0], [0.0, 0.0, 0.0], [0.0, 0.0, 0.0], [0.0, 0.0, 0.1], [0.0, 0.2, -0.3], [-0.1, 0.2, -0.1], [0.0, 0.0, 0.0], [-0.1, -0.1, 0.0], [0.0, 0.0, 0.0], [0.0, 0.0, 0.0], [0.0, 0.0, 0.0], [-0.1, -0.1, 0.0], [0.0, 0.0, 0.0], [0.0, 0.1, -0.1], [0.1, 0.0, 0.0], [0.0, 0.0, 0.0], [0.0, 0.0, 0.0], [0.0, 0.0, 0.0], [0.0, 0.0, 0.0], [0.0, 0.0, 0.0], [-0.1, -0.3, 0.0], [0.0, 0.1, -0.1], [0.0, 0.1, 0.0], [0.0, -0.1, 0.0], [0.0, 0.0, 0.0], [0.0, -0.1, 0.0], [-0.1, 0.1, 0.0], [0.0, 0.0, 0.0], [0.0, 0.0, 0.1], [0.0, 0.0, 0.0], [0.0, 0.0, 0.0], [0.0, 0.0, 0.0], [0.0, 0.0, 0.0], [0.0, 0.0, 0.0]], "homo_energy_ev": [-6.2876, -6.3099], "homo_lumo_gap_ev": [6.545, 6.175], "energy_ev": -259983.1653, "spin_multiplicity": 2, "de_lowest_ev": 0.3147, "largest_force_ev_per_a": 0.4}

---

2.
{"formula": "C2H2ClNO2S2", "method": "ωB97M-V/def2-TZVPD", "elements": ["O", "S", "O", "C", "S", "C", "Cl", "N", "H", "H"], "coordinates": [[-1.587378, 1.633269, -0.098970], [-1.165302, 0.229522, 0.005395], [-2.107989, -0.735993, 0.386415], [0.351408, 0.406400, 1.126718], [1.588975, -0.672079, 0.361669], [0.781356, -0.765357, -1.189407], [1.704486, -1.364619, -2.438718], [-0.359258, -0.210239, -1.369837], [0.281567, 0.026527, 2.147045], [0.512135, 1.452569, 1.069690]], "forces_ev_per_a": [[0.5, -2.3, -0.3], [1.3, 4.5, 0.9], [-0.7, -1.5, 0.3], [-0.7, -2.2, -0.6], [0.3, 0.2, 0.2], [-1.3, 1.9, 1.0], [0.4, -0.6, -0.8], [0.3, -1.1, -0.4], [-0.7, 0.2, -0.1], [0.6, 0.8, -0.1]], "homo_energy_ev": -10.3722, "homo_lumo_gap_ev": 10.112, "energy_ev": -41883.0648, "de_lowest_ev": 0.0000, "largest_force_ev_per_a": 4.7, "smiles": "O=S1(=O)CSC(Cl)=N1"}

---

3.
{"formula": "C5H10Cl2N", "method": "ωB97M-V/def2-TZVPD", "elements": ["C", "C", "C", "C", "C", "N", "Cl", "Cl", "H", "H", "H", "H", "H", "H", "H", "H", "H", "H"], "coordinates": [[0.707679, 0.115656, 1.181411], [-0.309286, 0.605075, 0.140069], [2.088749, -0.323999, 0.609364], [-1.581152, -1.520985, 0.166809], [-1.052743, -0.378427, -0.681448], [0.188263, 1.879619, -0.645850], [2.963099, 1.024865, 0.030482], [2.376743, -1.773440, -0.280617], [0.877516, 0.862828, 1.927577], [0.210260, -0.765293, 1.521040], [-2.467646, -1.936338, -0.392842], [-1.871474, -1.319494, 1.270723], [-0.685097, -2.188097, 0.267504], [-1.922427, 0.075435, -0.986138], [-0.547376, -0.702416, -1.638210], [-0.081091, 1.961250, -1.585995], [1.171184, 1.621164, -0.741401], [-0.065206, 2.762605, -0.162482]], "forces_ev_per_a": [[0.2, -0.5, -2.3], [1.4, 0.5, -0.9], [-1.0, 0.1, -0.1], [0.5, -1.4, 1.0], [0.7, 0.1, 0.6], [-0.7, -1.3, 2.2], [1.1, 0.3, 0.0], [-0.5, 0.5, 0.7], [0.1, 0.2, 0.7], [-0.1, -0.5, 1.0], [1.2, -0.2, 0.9], [0.2, 0.3, -2.0], [-1.3, -0.4, -0.2], [-2.0, 1.7, -1.2], [-0.1, 0.1, 1.1], [-1.4, -0.1, -1.7], [0.8, 1.2, 0.5], [0.8, -0.6, -0.2]], "homo_energy_ev": [-12.2881, -15.2926], "homo_lumo_gap_ev": [8.909, 9.851], "energy_ev": -31871.3204, "total_charge": 1, "spin_multiplicity": 3, "largest_force_ev_per_a": 2.9}

---

4.
{"formula": "C11H24AuF5N3O2TeV", "method": "ωB97M-V/def2-TZVPD", "elements": ["N", "C", "O", "Au", "V", "N", "N", "C", "C", "C", "C", "C", "C", "C", "C", "H", "H", "H", "H", "H", "H", "H", "H", "H", "H", "H", "H", "H", "H", "H", "H", "H", "H", "C", "H", "H", "H", "C", "H", "H", "H", "F", "Te", "F", "F", "F", "F", "O"], "coordinates": [[0.525927, 2.110422, -0.000248], [0.464789, 3.310167, 0.224094], [0.423563, 4.476865, 0.418157], [3.689647, -0.477795, 0.735141], [0.424607, 0.307096, 0.638931], [1.820686, -1.023373, -0.043526], [-1.353056, -0.096070, 0.213599], [2.014923, -1.098444, -1.509554], [-2.371939, 0.612111, -0.580060], [3.161275, -2.056506, -1.816148], [0.730922, -1.563789, -2.183324], [2.365887, 0.301778, -1.993111], [-2.867498, 1.820059, 0.211893], [-3.560929, -0.293100, -0.899330], [-1.773725, 1.103130, -1.893619], [4.056766, -1.789510, -1.233679], [3.430756, -1.980656, -2.875127], [2.896848, -3.095315, -1.580485], [0.595149, -2.647398, -2.083225], [0.796598, -1.330675, -3.256582], [-0.159744, -1.071852, -1.758310], [1.602827, 1.039625, -1.709075], [2.482428, 0.278142, -3.084098], [3.318585, 0.625080, -1.553750], [-3.345763, 1.502800, 1.140487], [-3.595841, 2.372774, -0.390394], [-2.039883, 2.490354, 0.459991], [-4.141525, -0.539502, -0.004414], [-3.232615, -1.225053, -1.378405], [-4.228566, 0.231064, -1.595317], [-2.540568, 1.689673, -2.418405], [-1.488138, 0.265265, -2.543625], [-0.904410, 1.750860, -1.732684], [1.514455, -2.352612, 0.547141], [0.880771, -2.231625, 1.435121], [1.024287, -3.038677, -0.163052], [2.448361, -2.815810, 0.901652], [-1.888241, -0.908623, 1.312145], [-1.155363, -1.019818, 2.125832], [-2.793469, -0.449664, 1.746904], [-2.157247, -1.920905, 0.962540], [0.383003, 2.536687, 5.225805], [0.720932, 1.220732, 3.894471], [-0.853328, 1.820779, 2.957848], [-0.338105, -0.021519, 4.863841], [1.711546, 2.525385, 2.931543], [2.291563, 0.672937, 4.794609], [1.012852, -0.015495, 2.537800]], "forces_ev_per_a": [[0.2, -3.7, 1.2], [0.0, 4.3, 1.0], [0.1, -3.9, -0.7], [0.3, 0.6, 0.7], [-0.7, 1.8, 1.3], [-1.3, 0.2, 0.3], [2.4, 0.5, 1.6], [-0.1, 0.4, -0.8], [-0.3, 0.5, -1.3], [0.0, -0.3, 0.0], [-0.3, -0.3, -0.3], [0.1, 0.0, -0.2], [0.2, 0.3, 0.6], [-0.1, -0.6, 0.1], [0.2, 0.1, -0.5], [0.0, -0.1, -0.2], [-0.1, -0.1, 0.2], [0.2, 0.2, -0.2], [-0.1, 0.3, -0.2], [-0.2, -0.1, 0.4], [0.4, -0.2, -0.3], [0.2, -0.2, -0.4], [-0.1, 0.2, 0.3], [0.0, 0.1, -0.2], [0.0, 0.2, 0.0], [0.1, -0.2, 0.1], [-0.2, 0.0, 0.0], [0.0, 0.0, -0.2], [-0.1, 0.2, 0.0], [0.3, -0.1, 0.2], [0.3, -0.2, 0.1], [-0.1, 0.3, 0.1], [-0.3, -0.2, -0.2], [-0.2, -0.5, 0.5], [0.1, -0.1, -0.1], [0.1, 0.5, 0.3], [-0.4, 0.0, -0.1], [-0.1, -0.7, 0.4], [-0.1, 0.0, -0.2], [0.5, 0.0, -0.2], [0.1, 0.4, -0.1], [0.4, -1.6, -1.6], [-0.3, 1.8, 2.9], [1.2, -0.6, 0.4], [1.0, 1.2, -1.1], [-0.7, -1.0, 0.6], [-1.5, 0.5, -0.9], [-1.0, 0.3, -3.3]], "homo_energy_ev": [-17.0738, -17.0758], "homo_lumo_gap_ev": [6.705, 6.712], "energy_ev": -70603.2654, "total_charge": 2, "largest_force_ev_per_a": 4.4}

---

5.
{"formula": "C8H17BrOSi", "method": "ωB97M-V/def2-TZVPD", "elements": ["C", "C", "C", "C", "Br", "C", "O", "Si", "C", "C", "C", "H", "H", "H", "H", "H", "H", "H", "H", "H", "H", "H", "H", "H", "H", "H", "H", "H"], "coordinates": [[0.041814, -2.214985, 2.778349], [0.586167, -1.157438, 1.889658], [1.885370, -1.681097, 1.263453], [-0.026449, -0.087616, 1.500901], [-1.813791, 0.373273, 2.274555], [0.569622, 1.126659, 0.306616], [0.523776, 2.291547, 1.014533], [-0.419917, 0.824700, -1.354165], [-1.193783, -0.940621, -1.553132], [0.927465, 1.544514, -2.585364], [-1.973495, 2.008694, -1.324523], [0.927030, -2.315909, 3.497564], [-0.830947, -2.132294, 3.375022], [0.028010, -3.173223, 2.216234], [1.816096, -1.553022, 0.198742], [1.959407, -2.655363, 1.587712], [2.806770, -1.116559, 1.583856], [1.605995, 0.757613, 0.064265], [-0.285974, 2.700063, 0.857800], [-1.297122, -1.219734, -2.684379], [-0.408028, -1.636779, -1.123719], [-2.196210, -0.920830, -1.284863], [1.380244, 2.516702, -2.400850], [1.720760, 0.828874, -2.404330], [0.762803, 1.451410, -3.684064], [-2.735829, 1.674365, -0.548133], [-1.781301, 3.053080, -1.289797], [-2.578483, 1.653974, -2.171940]], "forces_ev_per_a": [[2.7, -1.2, 1.1], [0.2, -1.7, -0.3], [0.2, 3.6, 0.2], [-0.4, 3.5, -2.4], [1.3, -0.1, -0.7], [-1.3, -4.7, 1.7], [2.5, 0.2, -0.1], [-1.0, 2.4, 0.1], [3.8, 0.2, -3.1], [-0.7, -1.5, -0.6], [-0.8, -3.0, 0.7], [-1.2, -0.4, -0.4], [-0.9, 0.7, 0.1], [-0.2, 0.5, 0.3], [0.2, -0.4, -0.6], [0.6, -2.2, 0.1], [-0.9, -0.5, -0.1], [-0.7, 0.7, 0.8], [-2.2, 1.2, -0.3], [0.6, 0.6, 1.7], [-1.7, 0.3, -0.1], [-1.5, -0.3, 1.6], [-0.5, 0.1, 0.4], [0.6, -0.2, 0.0], [-0.3, 0.1, 0.8], [1.3, 0.7, -0.2], [-0.1, 0.8, -0.2], [0.4, 0.8, -0.6]], "homo_energy_ev": -8.8795, "homo_lumo_gap_ev": 9.562, "energy_ev": -88537.2024, "de_lowest_ev": 3.3946, "largest_force_ev_per_a": 5.1, "smiles": "CC(C)=C(Br)[C@H](O)[Si](C)(C)C"}

---

6.
{"formula": "C6H13NO2", "method": "ωB97M-V/def2-TZVPD", "elements": ["C", "N", "C", "C", "H", "H", "H", "H", "H", "H", "H", "C", "C", "C", "O", "O", "H", "H", "H", "H", "H", "H"], "coordinates": [[-1.653590, 0.359014, 1.025233], [-0.306223, -0.195097, 1.226772], [0.039105, -1.438488, 0.491672], [-0.852799, -2.171483, -0.224769], [-0.089999, -0.263205, 2.220087], [0.902429, -1.915045, 0.935752], [-1.738607, 0.741130, 0.010715], [-2.410067, -0.406912, 1.173761], [-1.792117, 1.203986, 1.695632], [-1.768599, -1.753610, -0.616350], [-0.564015, -3.161373, -0.545148], [0.133117, 0.683683, -2.055160], [1.012394, 0.827993, 0.348673], [0.964197, 0.166205, -0.918857], [2.086609, 0.530840, 1.187333], [0.679719, 2.167303, 0.426345], [2.767518, 0.089737, 0.657596], [1.046647, 2.518338, 1.248665], [1.809520, -0.449454, -1.202587], [0.684401, 0.685685, -2.997585], [-0.767480, 0.064351, -2.196018], [-0.182160, 1.716400, -1.891763]], "forces_ev_per_a": [[0.4, -0.2, -0.2], [-0.4, -0.2, 0.4], [-2.2, -0.5, 0.5], [0.9, 0.8, 0.9], [-0.2, -0.4, -0.1], [0.3, 0.2, -0.3], [0.1, 0.0, -0.1], [-0.2, 0.1, 0.1], [0.0, -0.1, 0.1], [-0.1, 0.0, 0.1], [0.0, 0.0, -0.1], [-0.1, -0.1, 0.3], [2.1, -0.2, -3.5], [1.0, 1.8, 0.8], [-0.4, 0.0, 0.2], [-0.7, -0.9, 0.6], [-0.3, 0.2, 0.0], [-0.1, -0.1, 0.0], [0.0, -0.1, 0.4], [0.0, -0.1, 0.0], [-0.1, 0.1, -0.2], [-0.1, 0.0, 0.1]], "homo_energy_ev": -6.0125, "homo_lumo_gap_ev": 6.639, "energy_ev": -12013.8326, "de_lowest_ev": 4.8926, "largest_force_ev_per_a": 4.1}

---

Copy entry 2 word for word.
{"formula": "C2H2ClNO2S2", "method": "ωB97M-V/def2-TZVPD", "elements": ["O", "S", "O", "C", "S", "C", "Cl", "N", "H", "H"], "coordinates": [[-1.587378, 1.633269, -0.098970], [-1.165302, 0.229522, 0.005395], [-2.107989, -0.735993, 0.386415], [0.351408, 0.406400, 1.126718], [1.588975, -0.672079, 0.361669], [0.781356, -0.765357, -1.189407], [1.704486, -1.364619, -2.438718], [-0.359258, -0.210239, -1.369837], [0.281567, 0.026527, 2.147045], [0.512135, 1.452569, 1.069690]], "forces_ev_per_a": [[0.5, -2.3, -0.3], [1.3, 4.5, 0.9], [-0.7, -1.5, 0.3], [-0.7, -2.2, -0.6], [0.3, 0.2, 0.2], [-1.3, 1.9, 1.0], [0.4, -0.6, -0.8], [0.3, -1.1, -0.4], [-0.7, 0.2, -0.1], [0.6, 0.8, -0.1]], "homo_energy_ev": -10.3722, "homo_lumo_gap_ev": 10.112, "energy_ev": -41883.0648, "de_lowest_ev": 0.0000, "largest_force_ev_per_a": 4.7, "smiles": "O=S1(=O)CSC(Cl)=N1"}

---

Which formula does entry 2 have?
C2H2ClNO2S2